Below is C24H25I2N2O4Rb as an isolated structure, with properties calculated with the ωB97M-V functional and the def2-TZVPD basis.

CARTESIAN COORDINATES (ANGSTROEM)
Rb (-0.125, -1.128, -0.907)
I (3.453, 5.846, 0.198)
C (2.940, 4.009, -0.651)
C (3.703, 2.880, -0.373)
C (3.356, 1.672, -0.947)
I (4.452, -0.037, -0.479)
C (2.243, 1.497, -1.844)
O (1.926, 0.406, -2.380)
C (1.470, 2.701, -2.050)
C (0.217, 2.585, -2.864)
N (-0.832, 1.884, -2.121)
C (-2.142, 1.926, -2.734)
C (-3.053, 1.007, -1.953)
C (-4.013, 1.501, -1.081)
C (-4.730, 0.613, -0.295)
C (-4.477, -0.737, -0.414)
C (-3.523, -1.145, -1.338)
N (-2.827, -0.303, -2.094)
C (1.824, 3.907, -1.475)
H (4.555, 2.940, 0.291)
H (0.416, 2.001, -3.768)
H (-0.107, 3.593, -3.174)
H (-0.857, 2.192, -1.154)
H (-2.054, 1.545, -3.755)
H (-2.579, 2.937, -2.798)
H (-4.156, 2.571, -0.992)
H (-5.446, 0.979, 0.431)
H (-4.976, -1.467, 0.209)
H (-3.290, -2.199, -1.458)
H (1.209, 4.780, -1.669)
O (-0.126, -6.003, -1.211)
C (0.306, -4.865, -0.948)
O (-0.105, -3.753, -1.369)
C (1.447, -4.800, 0.084)
C (1.991, -5.981, 0.579)
C (3.029, -5.958, 1.502)
C (3.537, -4.744, 1.954)
C (3.000, -3.558, 1.471)
C (1.965, -3.591, 0.543)
H (1.572, -6.908, 0.208)
H (3.445, -6.889, 1.872)
H (4.343, -4.721, 2.679)
H (3.381, -2.602, 1.810)
H (1.560, -2.662, 0.176)
C (-1.091, 0.432, 3.584)
C (-0.894, 0.960, 2.150)
C (-1.943, 2.065, 1.910)
C (0.503, 1.603, 2.057)
O (-1.026, -0.055, 1.244)
H (-0.951, 1.197, 4.361)
H (-0.378, -0.380, 3.750)
H (-2.100, 0.015, 3.677)
H (-1.894, 2.880, 2.646)
H (-2.940, 1.615, 1.940)
H (-1.803, 2.493, 0.911)
H (0.660, 2.421, 2.774)
H (0.675, 1.997, 1.048)
H (1.261, 0.835, 2.235)

The calculation puts the largest force on an atom at 0.6 eV/A. Its net charge is -2. The calculation puts the lowest unoccupied orbital energy at 3.60 eV. Its highest occupied orbital energy is -1.876 eV. Its relative energy (zero: lowest compared OMol25 entry of this formula, charge and spin) is 40.8 kJ/mol. The calculation puts the calculated total energy at -1959.599221 a.u.

---

Below is a 5-piece molecular cluster, C14H39NO5 overall in a non-equilibrium geometry, with properties calculated with the ωB97M-V functional and the def2-TZVPD basis.

CARTESIAN COORDINATES (ANGSTROEM)
C (2.948, 0.958, -2.936)
C (1.626, 0.621, -3.639)
C (1.323, 1.464, -4.874)
O (1.574, -0.761, -4.009)
H (3.779, 0.385, -3.348)
H (2.835, 0.732, -1.877)
H (3.188, 2.012, -3.090)
H (0.825, 0.722, -2.901)
H (1.315, 2.545, -4.705)
H (0.347, 1.134, -5.223)
H (2.110, 1.367, -5.630)
H (2.161, -0.892, -4.766)
C (-0.692, 2.862, -1.139)
C (-0.516, 1.616, -0.289)
C (0.459, 1.874, 0.875)
O (-1.777, 1.271, 0.269)
H (-1.354, 3.541, -0.606)
H (-1.182, 2.581, -2.076)
H (0.281, 3.276, -1.398)
H (-0.206, 0.762, -0.899)
H (1.401, 2.348, 0.586)
H (0.674, 0.887, 1.287)
H (0.020, 2.573, 1.585)
H (-1.676, 0.514, 0.883)
C (-0.914, -2.130, -1.413)
C (-0.490, -3.339, -2.216)
C (-1.230, -3.494, -3.531)
O (0.933, -3.183, -2.503)
H (-1.923, -2.294, -1.025)
H (-0.881, -1.211, -2.010)
H (-0.239, -1.854, -0.600)
H (-0.447, -4.266, -1.645)
H (-0.817, -2.787, -4.251)
H (-2.307, -3.345, -3.426)
H (-1.108, -4.499, -3.936)
H (1.020, -2.387, -3.053)
C (-2.122, -1.419, 4.648)
C (-2.157, -0.390, 3.501)
C (-1.565, 0.959, 3.867)
O (-2.338, 1.522, 4.889)
C (-1.848, 2.791, 5.226)
N (-1.532, -0.914, 2.286)
H (-2.620, -2.339, 4.352)
H (-2.564, -0.926, 5.519)
H (-1.103, -1.677, 4.956)
H (-3.232, -0.269, 3.342)
H (-1.536, 1.565, 2.958)
H (-0.524, 0.784, 4.183)
H (-2.549, 3.346, 5.846)
H (-1.657, 3.353, 4.309)
H (-0.919, 2.776, 5.808)
H (-0.582, -1.260, 2.396)
H (-2.029, -1.750, 1.990)
C (3.369, -0.598, 1.201)
O (3.161, -1.824, 1.885)
H (4.422, -0.540, 0.905)
H (2.723, -0.486, 0.326)
H (3.147, 0.227, 1.876)
H (2.992, -2.532, 1.261)

The calculation puts the largest force on an atom at 2.2 eV/A. Its net charge is 0. The calculation puts the lowest unoccupied orbital energy at 0.65 eV. Its structure (SMILES) is COC[C@H](C)N.CC(C)O.CC(C)O.CC(C)O.CO. Its highest occupied orbital energy is -9.643 eV. Its relative energy (zero: lowest compared OMol25 entry of this formula, charge and spin) is 0.0 kJ/mol. The calculation puts the calculated total energy at -987.707208 a.u.

---

Below is a 3-piece molecular cluster, C3O4 overall in a non-equilibrium geometry, with properties calculated with the ωB97M-V functional and the def2-TZVPD basis.

CARTESIAN COORDINATES (ANGSTROEM)
C (2.563, -0.545, 1.866)
C (1.829, 1.839, 0.747)
C (-2.827, -0.836, -1.675)
O (-3.470, -1.551, -1.072)
O (2.059, -1.417, 2.421)
O (2.008, 2.567, -0.104)
O (-2.163, -0.057, -2.184)

The calculation puts the largest force on an atom at 3.2 eV/A. Its net charge is 0. The calculation puts the lowest unoccupied orbital energy at 0.38 eV. Its highest occupied orbital energy is -12.241 eV. Its relative energy (zero: lowest compared OMol25 entry of this formula, charge and spin) is 18.7 kJ/mol. The calculation puts the calculated total energy at -415.292458 a.u.

---

Below is C51H94N6O4SSi2 as an isolated structure in a non-equilibrium geometry, with properties calculated with the ωB97M-V functional and the def2-TZVPD basis.

CARTESIAN COORDINATES (ANGSTROEM)
C (1.755, -5.613, 3.684)
C (3.063, -5.992, 2.957)
C (3.754, -4.785, 2.303)
C (3.333, -4.603, 0.843)
C (4.198, -3.623, 0.050)
C (3.931, -2.116, 0.253)
C (2.476, -1.737, 0.535)
C (2.107, -1.691, 2.045)
Si (1.207, -0.172, 2.621)
C (0.988, -0.179, 4.473)
C (2.076, 0.519, 5.325)
C (1.536, 1.658, 6.220)
C (1.281, 1.228, 7.644)
C (1.996, 1.789, 8.704)
C (1.750, 1.404, 10.024)
C (0.778, 0.445, 10.295)
C (0.070, -0.141, 9.246)
C (0.321, 0.248, 7.932)
O (-0.232, 0.102, 1.876)
Si (-1.204, -1.151, 1.304)
C (-1.075, -1.076, -0.568)
O (-1.979, -2.002, -1.143)
C (-1.944, -2.047, -2.563)
C (-1.258, -3.320, -3.089)
C (-0.043, -3.037, -3.982)
C (-2.955, -0.835, 1.935)
C (-3.965, -0.647, 0.795)
C (-3.420, -1.890, 2.969)
C (-4.042, -3.174, 2.419)
C (-3.039, -4.232, 1.938)
S (2.481, 1.564, 1.993)
C (4.194, 1.172, 2.294)
O (2.327, 1.802, 0.565)
O (2.150, 2.700, 2.849)
H (1.432, -4.613, 3.390)
H (0.944, -6.307, 3.467)
H (1.908, -5.617, 4.763)
H (3.753, -6.440, 3.674)
H (2.868, -6.748, 2.197)
H (3.555, -3.891, 2.896)
H (4.831, -4.973, 2.289)
H (3.462, -5.583, 0.378)
H (2.265, -4.371, 0.762)
H (5.231, -3.823, 0.348)
H (4.144, -3.868, -1.011)
H (4.600, -1.701, 1.010)
H (4.209, -1.616, -0.680)
H (1.803, -2.442, 0.046)
H (2.277, -0.756, 0.097)
H (1.566, -2.584, 2.358)
H (3.038, -1.717, 2.625)
H (0.024, 0.290, 4.683)
H (0.882, -1.222, 4.785)
H (2.550, -0.212, 5.983)
H (2.871, 0.947, 4.721)
H (2.239, 2.490, 6.221)
H (0.606, 2.037, 5.793)
H (2.745, 2.545, 8.505)
H (2.314, 1.855, 10.828)
H (0.564, 0.154, 11.314)
H (-0.679, -0.894, 9.448)
H (-0.234, -0.205, 7.120)
H (-0.752, -2.461, 1.813)
H (-1.279, -0.050, -0.887)
H (-0.048, -1.321, -0.868)
H (-2.964, -1.938, -2.937)
H (-1.382, -1.177, -2.922)
H (-1.989, -3.906, -3.640)
H (-0.909, -3.871, -2.216)
H (-0.291, -3.039, -5.042)
H (0.417, -2.072, -3.761)
H (0.720, -3.803, -3.848)
H (-2.886, 0.114, 2.479)
H (-4.105, -1.561, 0.226)
H (-3.679, 0.156, 0.121)
H (-4.946, -0.397, 1.213)
H (-2.611, -2.150, 3.659)
H (-4.186, -1.413, 3.590)
H (-4.631, -3.616, 3.227)
H (-4.757, -2.963, 1.627)
H (-3.438, -5.241, 2.014)
H (-2.746, -4.041, 0.902)
H (-2.116, -4.164, 2.516)
H (4.686, 2.119, 2.509)
H (4.282, 0.492, 3.139)
H (4.615, 0.708, 1.405)
C (1.490, -9.525, -0.824)
C (2.352, -9.255, -2.051)
C (3.853, -9.330, -1.751)
C (4.268, -8.315, -0.784)
N (4.573, -7.527, -0.007)
H (1.669, -8.784, -0.043)
H (0.432, -9.486, -1.082)
H (1.698, -10.513, -0.408)
H (2.112, -8.273, -2.462)
H (2.126, -9.987, -2.827)
H (4.430, -9.189, -2.666)
H (4.113, -10.314, -1.357)
C (-2.843, 3.707, -4.000)
C (-2.538, 3.422, -2.535)
C (-2.668, 1.944, -2.170)
C (-4.022, 1.417, -2.327)
N (-5.081, 0.988, -2.439)
H (-3.874, 3.462, -4.265)
H (-2.701, 4.767, -4.208)
H (-2.172, 3.142, -4.653)
H (-3.195, 4.016, -1.898)
H (-1.516, 3.728, -2.307)
H (-2.368, 1.790, -1.131)
H (-1.992, 1.349, -2.790)
C (-1.018, 4.655, 1.913)
C (0.153, 5.099, 1.048)
C (0.131, 6.596, 0.707)
C (-1.029, 7.005, -0.082)
N (-1.944, 7.324, -0.697)
H (-1.972, 4.806, 1.402)
H (-0.928, 3.595, 2.152)
H (-1.046, 5.210, 2.853)
H (0.172, 4.510, 0.129)
H (1.087, 4.891, 1.572)
H (1.031, 6.853, 0.146)
H (0.146, 7.184, 1.627)
C (-3.506, -2.287, -8.926)
C (-3.859, -1.792, -7.529)
C (-2.737, -2.033, -6.513)
C (-2.457, -3.456, -6.327)
N (-2.249, -4.577, -6.200)
H (-3.333, -3.364, -8.933)
H (-4.317, -2.076, -9.623)
H (-2.606, -1.796, -9.301)
H (-4.773, -2.277, -7.183)
H (-4.061, -0.720, -7.559)
H (-3.011, -1.607, -5.545)
H (-1.820, -1.535, -6.835)
C (4.168, 6.538, -0.981)
C (5.319, 7.526, -0.834)
C (4.895, 8.976, -1.088)
C (4.421, 9.181, -2.456)
N (4.039, 9.330, -3.527)
H (3.760, 6.549, -1.992)
H (4.502, 5.523, -0.768)
H (3.361, 6.775, -0.285)
H (6.125, 7.257, -1.519)
H (5.727, 7.464, 0.176)
H (5.734, 9.651, -0.911)
H (4.102, 9.265, -0.395)
C (-4.070, 7.773, -5.708)
C (-5.591, 7.882, -5.715)
C (-6.252, 6.979, -4.669)
C (-5.983, 5.564, -4.921)
N (-5.727, 4.464, -5.120)
H (-3.746, 6.759, -5.947)
H (-3.634, 8.445, -6.446)
H (-3.662, 8.036, -4.730)
H (-5.975, 7.634, -6.706)
H (-5.886, 8.912, -5.508)
H (-7.333, 7.129, -4.663)
H (-5.888, 7.230, -3.671)

The calculation puts the largest force on an atom at 1.2 eV/A. Its net charge is 0. The calculation puts the lowest unoccupied orbital energy at 0.36 eV. Its highest occupied orbital energy is -9.117 eV. The calculation puts the calculated total energy at -3606.371154 a.u.

---

Below is C34H35ILaN14O7S as an isolated structure in a non-equilibrium geometry, with properties calculated with the ωB97M-V functional and the def2-TZVPD basis.

CARTESIAN COORDINATES (ANGSTROEM)
La (0.344, 0.900, 0.187)
C (2.732, 2.380, 3.855)
C (2.340, 0.955, 3.995)
N (1.964, 0.573, 5.188)
C (1.577, -0.645, 5.432)
C (1.539, -1.625, 4.452)
C (1.126, -2.997, 4.945)
O (2.245, -3.788, 5.293)
C (1.968, -1.327, 3.159)
C (2.144, -2.352, 2.139)
N (2.635, -2.072, 0.984)
C (2.912, -2.957, -0.023)
C (2.842, -4.377, 0.069)
C (2.880, -5.217, -1.031)
C (3.132, -4.677, -2.278)
C (3.314, -3.313, -2.424)
C (3.240, -2.461, -1.341)
I (3.488, -0.382, -1.589)
C (2.199, 0.042, 2.847)
O (2.134, 0.544, 1.666)
H (2.603, 2.866, 4.829)
H (3.788, 2.536, 3.573)
H (2.092, 2.875, 3.126)
H (1.238, -0.840, 6.452)
H (0.434, -2.907, 5.803)
H (0.565, -3.515, 4.171)
H (2.814, -3.254, 5.874)
H (1.870, -3.369, 2.452)
H (2.712, -4.799, 1.065)
H (2.670, -6.282, -0.888)
H (3.170, -5.312, -3.161)
H (3.520, -2.919, -3.412)
N (-4.907, -4.486, -3.442)
C (-4.455, -3.258, -3.072)
C (-5.296, -2.418, -2.302)
C (-4.878, -1.141, -1.906)
C (-3.628, -0.715, -2.323)
C (-2.773, -1.490, -3.096)
C (-3.184, -2.760, -3.458)
S (-2.976, 0.772, -1.579)
O (-4.092, 1.641, -1.283)
O (-1.987, 1.308, -2.504)
N (-2.133, 0.313, -0.304)
C (-2.644, -0.302, 0.829)
N (-3.931, -0.589, 0.969)
C (-4.236, -1.308, 2.036)
C (-3.317, -1.677, 2.989)
C (-2.011, -1.232, 2.818)
N (-1.663, -0.572, 1.710)
H (-5.773, -4.821, -3.069)
H (-4.251, -5.142, -3.832)
H (-6.246, -2.801, -1.963)
H (-5.467, -0.468, -1.278)
H (-1.806, -1.070, -3.339)
H (-2.494, -3.361, -4.039)
H (-5.290, -1.641, 2.090)
H (-3.594, -2.291, 3.840)
H (-1.246, -1.381, 3.564)
N (-1.782, 5.200, 0.008)
C (-1.863, 3.904, -0.390)
N (-0.641, 3.360, -0.331)
C (0.166, 4.374, 0.040)
N (-0.513, 5.514, 0.307)
C (1.606, 4.302, 0.171)
C (2.325, 5.495, 0.279)
N (3.650, 5.546, 0.396)
C (4.264, 4.355, 0.393)
C (3.553, 3.154, 0.310)
N (2.227, 3.121, 0.133)
H (-2.551, 5.874, 0.108)
H (-2.818, 3.408, -0.636)
H (1.801, 6.448, 0.311)
H (5.354, 4.374, 0.446)
H (4.087, 2.194, 0.357)
O (-2.180, 2.649, 2.224)
N (-1.257, 2.156, 2.898)
O (-1.335, 1.884, 4.105)
O (-0.081, 1.882, 2.271)
C (1.272, 1.710, -5.647)
N (0.692, 2.508, -4.514)
C (-0.260, 3.634, -4.740)
C (0.901, 2.033, -3.296)
N (0.937, 1.552, -2.219)
H (1.529, 2.362, -6.503)
H (0.553, 0.960, -5.984)
H (2.194, 1.246, -5.278)
H (0.063, 4.222, -5.602)
H (-0.315, 4.289, -3.850)
H (-1.279, 3.236, -4.943)
C (-0.047, -2.016, -1.050)
H (0.553, -2.147, -1.961)
H (-1.084, -1.732, -1.143)
H (0.328, -2.451, -0.132)

The calculation puts the largest force on an atom at 3.6 eV/A. Its net charge is -1. The calculation puts the lowest unoccupied orbital energy (alpha / beta) at 0.88 / 1.92 eV. Its highest occupied orbital energy (alpha / beta) is -1.155 / -4.838 eV. Its relative energy (zero: lowest compared OMol25 entry of this formula, charge and spin) is 0.0 kJ/mol. The calculation puts the calculated total energy at -3337.344749 a.u.

---

Below is a 3-piece molecular cluster, H6O3 overall in a non-equilibrium geometry, with properties calculated with the ωB97M-V functional and the def2-TZVPD basis.

CARTESIAN COORDINATES (ANGSTROEM)
O (0.465, 3.988, 0.699)
H (0.100, 3.273, 1.211)
H (0.392, 3.763, -0.222)
O (0.377, -0.428, -0.500)
H (-0.557, -0.478, -0.312)
H (0.536, -0.960, -1.264)
O (-0.773, -3.521, -0.119)
H (-1.192, -2.670, -0.043)
H (0.144, -3.265, -0.228)

The calculation puts the largest force on an atom at 1.0 eV/A. Its net charge is 0. The calculation puts the lowest unoccupied orbital energy at 0.32 eV. Its structure (SMILES) is O.O.O. Its highest occupied orbital energy is -11.554 eV. Its relative energy (zero: lowest compared OMol25 entry of this formula, charge and spin) is 67.8 kJ/mol. The calculation puts the calculated total energy at -229.299243 a.u.